ORCA calculation (ωB97M-V/def2-TZVPD) on a structure of composition C41H57IrN2O2S4.

```
107
Properties=species:S:1:pos:R:3
Ir 0.79104 -1.40519 1.38471
C -0.69109 5.02163 -1.56299
C 0.80163 4.72660 -1.35023
C 1.44752 4.36991 -2.69665
C 1.48743 5.98037 -0.80145
C 0.90217 3.54299 -0.38904
C 0.62965 2.27076 -0.82832
C 0.69770 1.19176 0.07234
N 0.44676 -0.11307 -0.18531
C -0.25383 -0.57044 -1.30981
C -0.05523 -0.23947 -2.61667
C -0.92535 -0.76910 -3.60887
C -1.97048 -1.63389 -3.21770
C -2.17934 -2.05423 -1.92360
C -1.26492 -1.53730 -0.93503
O -1.25226 -1.92696 0.28317
C -3.28125 -3.02904 -1.53674
C -4.17823 -3.34464 -2.73515
C -2.65453 -4.34470 -1.04747
C -4.16274 -2.41404 -0.43534
C -0.77959 -0.32102 -5.04895
C -1.60086 0.98037 -5.17192
C -1.32916 -1.36227 -6.03222
C 0.68362 -0.02865 -5.40345
C 0.96734 1.44896 1.46408
O 0.82271 0.41659 2.27774
C 1.26521 2.75156 1.93818
C 1.23607 3.74623 0.98993
C 1.55737 3.03852 3.41467
C 2.75323 2.21037 3.90104
C 0.31946 2.71113 4.26225
C 1.89593 4.51588 3.62334
H -0.80784 5.86679 -2.24186
H -1.18695 5.27721 -0.62494
H -1.20672 4.16416 -2.00004
H 1.43351 5.24339 -3.34748
H 0.90606 3.57878 -3.21869
H 2.48607 4.05890 -2.57563
H 1.45915 6.76262 -1.55892
H 2.53518 5.80166 -0.55351
H 0.98224 6.37779 0.07975
H 0.37240 2.10487 -1.86105
H 0.74885 0.41756 -2.91182
H -2.63199 -1.99408 -3.98938
H -3.63890 -3.86674 -3.52721
H -4.63373 -2.44692 -3.15512
H -4.98545 -4.00032 -2.41053
H -2.01327 -4.78046 -1.81644
H -3.44547 -5.06494 -0.83567
H -2.06813 -4.20400 -0.14086
H -4.62644 -1.48652 -0.77549
H -3.59944 -2.21201 0.47476
H -4.96403 -3.11341 -0.19414
H -2.64740 0.81923 -4.91137
H -1.56099 1.33394 -6.20273
H -1.19952 1.76709 -4.52995
H -2.41251 -1.46199 -5.97224
H -0.88020 -2.34492 -5.87807
H -1.09748 -1.04800 -7.04871
H 1.08080 0.84145 -4.87924
H 0.75480 0.19094 -6.46752
H 1.33058 -0.88525 -5.20316
H 1.45765 4.75552 1.29632
H 2.55288 1.14358 3.82935
H 2.95999 2.43725 4.94772
H 3.65299 2.45462 3.33275
H 0.12243 1.63722 4.27801
H -0.56181 3.23498 3.88282
H 0.47644 3.02949 5.29308
H 2.75634 4.82604 3.02895
H 2.14771 4.68013 4.67061
H 1.05526 5.16871 3.38365
C 1.83775 -3.31078 -1.08393
C 3.15873 -2.53979 -1.04435
S 3.21341 -1.12176 0.09309
C 4.41552 -1.62310 1.35544
C 3.87646 -1.33616 2.75472
S 2.27230 -2.06918 3.17517
C 2.52251 -3.84435 2.89121
C 2.41409 -4.33384 1.45672
S 1.03992 -3.57518 0.52183
H 1.97939 -4.28300 -1.55902
H 1.08105 -2.77965 -1.66093
H 3.35609 -2.15314 -2.04465
H 3.99869 -3.18937 -0.80458
H 5.32599 -1.04124 1.20879
H 4.68307 -2.67005 1.23368
H 3.73006 -0.26714 2.91625
H 4.58110 -1.67989 3.51474
H 1.79340 -4.33852 3.53396
H 3.50029 -4.11011 3.29905
H 2.23158 -5.40957 1.45644
H 3.33323 -4.16961 0.90524
S -2.46853 -3.37484 4.56166
C -1.16282 -3.21051 3.48726
N -0.96752 -2.02601 2.95853
C -1.94225 -1.16707 3.40318
C -2.13971 0.16193 2.96376
C -3.21109 0.92151 3.50315
C -4.06932 0.37057 4.41578
C -3.90807 -0.98189 4.83224
C -2.84809 -1.73190 4.30289
H -0.54395 -4.06456 3.25113
H -1.48602 0.58007 2.21312
H -3.33815 1.94248 3.17185
H -4.88808 0.94251 4.82982
H -4.60008 -1.41075 5.54633
```

The HOMO energy (alpha / beta) comes out at -0.5427 / -0.5739 Eh. The multiplicity is 6. The charge is +3. Its gap between HOMO and LUMO (alpha / beta) is 0.2238 / 0.1280 Eh.

Löwdin atomic charge list, values in e, 4 entries: number 1, Ir, carries 1.0508; number 2, C, carries -0.0240; number 3, C, carries -0.5463; number 4, C, carries -0.0350